# 1
Entry from the Open Molecules 2025 dataset: the molecule C6H11N3O2 in a non-equilibrium geometry (ωB97M-V/def2-TZVPD).

Structure (XYZ):
```
22
Properties=species:S:1:pos:R:3
C 2.069 -0.108 0.721
C -1.071 0.842 1.328
C 0.948 0.028 -0.042
C -0.126 1.108 0.428
C -2.171 1.718 1.726
C 1.386 -1.316 -1.957
N -0.826 -0.595 -1.627
N 0.454 -0.798 -1.064
N -0.263 2.309 -0.514
O 0.050 2.166 -1.714
O -0.669 3.395 -0.070
H 2.694 -1.019 0.827
H 2.526 0.647 1.374
H -1.031 -0.085 1.900
H -2.176 1.472 2.810
H -3.086 1.566 1.318
H -2.027 2.831 1.616
H 1.808 -2.327 -1.650
H 1.042 -1.387 -2.949
H 2.270 -0.702 -1.949
H -1.170 0.433 -1.492
H -1.563 -1.267 -1.294
```

Calculated values
HOMO-LUMO gap, eV: 7.70
LUMO, eV: -0.4
Spin multiplicity: 1
Net charge: 0
Energy above the lowest of the compared OMol25 structures with the same formula, charge and spin, eV: 5.723

***

# 2
Entry from the Open Molecules 2025 dataset: the molecule C3H5NO2 in a non-equilibrium geometry (ωB97M-V/def2-TZVPD).

Structure (XYZ):
```
11
Properties=species:S:1:pos:R:3
C 2.101 0.401 -0.010
C 0.696 -0.233 -0.088
C -2.715 -0.196 -0.003
H 2.961 -0.379 -0.461
H 2.140 1.535 -0.592
H 2.325 0.625 1.245
H 0.738 -1.345 0.442
H -3.462 -1.048 0.171
N -0.430 0.319 -0.467
O -1.393 -0.623 -0.241
O -2.963 0.944 0.005
```

Calculated values
HOMO-LUMO gap, eV: 10.92
LUMO, eV: 0.9
Spin multiplicity: 1
Net charge: 0
Energy above the lowest of the compared OMol25 structures with the same formula, charge and spin, eV: 4.440

***

# 3
Entry from the Open Molecules 2025 dataset: a structure of composition C44H35Br2GeN5S2Tc in a non-equilibrium geometry (ωB97M-V/def2-TZVPD).

Structure (XYZ):
```
90
Properties=species:S:1:pos:R:3
Tc 0.275 0.820 0.280
C -0.815 1.712 3.096
N -0.347 0.455 2.487
C 0.700 -0.113 3.350
C -1.482 -0.498 2.453
C -2.330 -0.299 1.232
C -3.682 -0.608 1.251
C -4.427 -0.542 0.083
C -3.806 -0.172 -1.102
C -2.459 0.159 -1.106
C -1.681 0.123 0.060
H -1.208 1.528 4.102
H -1.608 2.147 2.490
H 0.010 2.420 3.177
H 0.299 -0.345 4.343
H 1.517 0.592 3.480
H 1.091 -1.029 2.907
H -2.071 -0.410 3.372
H -1.074 -1.512 2.420
H -4.154 -0.916 2.178
H -5.483 -0.777 0.095
H -4.371 -0.135 -2.026
H -1.997 0.462 -2.041
Br -0.766 7.371 -0.637
C -0.597 5.542 -0.235
C -1.601 4.642 -0.558
C -1.407 3.307 -0.278
N -0.290 2.824 0.288
C 0.661 3.718 0.646
C 0.544 5.074 0.390
C 1.854 3.142 1.284
C 2.688 3.864 2.125
C 3.767 3.219 2.703
Br 4.872 4.128 3.929
C 4.021 1.891 2.383
C 3.134 1.243 1.550
N 2.047 1.832 1.038
H -2.513 4.971 -1.034
H -2.169 2.580 -0.520
H 1.347 5.750 0.645
H 2.483 4.903 2.343
H 4.879 1.373 2.787
H 3.292 0.208 1.271
S 1.358 -1.341 -0.026
C 2.102 -1.202 -1.643
C 3.013 -2.162 -2.053
C 3.529 -2.142 -3.343
C 4.428 -3.173 -3.757
N 5.132 -4.024 -4.073
C 3.136 -1.122 -4.222
C 2.278 -0.124 -3.781
C 1.763 -0.137 -2.484
S 0.731 1.180 -1.990
C 3.603 -1.087 -5.574
N 3.942 -1.036 -6.670
H 3.327 -2.939 -1.370
H 2.000 0.679 -4.450
C 2.002 -4.649 0.051
Ge 0.408 -3.502 -0.185
C -0.826 -3.709 1.322
C -0.393 -4.248 2.533
C -1.309 -4.561 3.525
C -2.664 -4.347 3.306
C -3.100 -3.804 2.105
C -2.185 -3.486 1.114
C -0.533 -3.731 -1.894
C -0.719 -2.692 -2.769
C -1.349 -2.892 -4.012
C -1.783 -4.136 -4.366
C -1.639 -5.231 -3.482
C -2.104 -6.522 -3.826
C -1.984 -7.569 -2.957
C -1.398 -7.368 -1.692
C -0.926 -6.137 -1.339
C -1.019 -5.031 -2.219
H 1.673 -5.593 0.487
H 2.736 -4.191 0.712
H 2.464 -4.866 -0.910
H 0.664 -4.431 2.698
H -0.971 -4.982 4.463
H -3.381 -4.623 4.069
H -4.155 -3.631 1.934
H -2.525 -3.071 0.170
H -0.393 -1.695 -2.507
H -1.480 -2.053 -4.682
H -2.253 -4.301 -5.328
H -2.563 -6.662 -4.798
H -2.336 -8.554 -3.233
H -1.333 -8.196 -0.998
H -0.491 -5.995 -0.355
```

Calculated values
HOMO-LUMO gap (spin up / spin down), eV: 6.52 / 6.48
<S²>: 2.02
LUMO (spin up / spin down), eV: -3.7 / -4.0
Spin multiplicity: 3
Net charge: +1
Energy above the lowest of the compared OMol25 structures with the same formula, charge and spin, eV: 0.000

***

# 4
Entry from the Open Molecules 2025 dataset: a structure of composition C14H12F5IN5OPdS2SeTe (ωB97M-V/def2-TZVPD).

Structure (XYZ):
```
43
Properties=species:S:1:pos:R:3
Pd -0.159 0.057 0.356
C 4.813 -1.380 1.788
S 3.734 -2.792 1.553
C 2.328 -2.084 0.902
S 2.239 -0.476 0.415
N 1.330 -3.011 0.800
N 0.202 -2.550 0.353
C -0.657 -3.196 -0.334
C -1.997 -2.618 -0.498
C -2.960 -3.264 -1.244
C -4.229 -2.698 -1.317
C -4.478 -1.530 -0.629
C -3.437 -0.936 0.082
N -2.220 -1.454 0.129
H 5.683 -1.774 2.309
H 4.308 -0.634 2.404
H 5.118 -0.957 0.834
H -0.408 -4.150 -0.794
H -2.724 -4.185 -1.763
H -5.008 -3.174 -1.896
H -5.449 -1.056 -0.657
H -3.591 0.000 0.604
F -0.326 -0.697 -2.099
Te -0.994 1.036 -2.461
F 0.723 1.516 -1.891
F -2.447 0.214 -3.236
F -1.244 2.761 -3.034
F -0.191 0.795 -4.102
O -1.748 1.256 -0.829
I -2.351 5.408 0.551
C -0.591 4.318 0.552
C 0.604 4.861 0.110
C 1.745 4.077 0.158
C 1.642 2.768 0.580
N 0.481 2.226 0.967
C -0.609 3.005 0.981
H 0.644 5.874 -0.267
H 2.704 4.471 -0.147
H 2.511 2.126 0.609
H -1.528 2.563 1.339
Se -0.754 -0.229 2.764
C 0.892 -0.044 3.518
N 1.940 0.021 4.002
```

Calculated values
HOMO-LUMO gap (spin up / spin down), eV: 7.65 / 4.74
<S²>: 6.04
LUMO (spin up / spin down), eV: -4.1 / -7.0
Spin multiplicity: 5
Net charge: +1
Energy above the lowest of the compared OMol25 structures with the same formula, charge and spin, eV: 0.787

***

# 5
Entry from the Open Molecules 2025 dataset: a structure of composition C31H34Br3NO3SSeSn in a non-equilibrium geometry (ωB97M-V/def2-TZVPD).

Structure (XYZ):
```
75
Properties=species:S:1:pos:R:3
Sn -1.516 -1.186 -1.755
C 2.778 1.248 6.181
C 2.406 -0.193 5.801
C 3.685 -1.038 5.817
C 1.428 -0.765 6.839
C 1.710 -0.219 4.446
C 0.703 0.691 4.153
C 0.038 0.620 2.949
Br -1.336 1.915 2.682
C 0.315 -0.357 1.965
O -0.328 -0.340 0.766
C 1.323 -1.295 2.263
C 1.993 -1.170 3.482
C 1.789 -2.453 1.368
C 0.916 -2.709 0.138
C 1.774 -3.759 2.186
C 3.224 -2.174 0.893
H 3.342 1.247 7.114
H 1.895 1.868 6.324
H 3.395 1.696 5.401
H 4.228 -0.850 6.743
H 4.336 -0.772 4.983
H 3.463 -2.104 5.771
H 1.886 -0.749 7.830
H 1.165 -1.794 6.593
H 0.507 -0.183 6.878
H 0.416 1.465 4.850
H 2.769 -1.888 3.695
H -0.120 -2.881 0.432
H 1.282 -3.597 -0.378
H 0.954 -1.872 -0.558
H 0.776 -3.940 2.588
H 2.479 -3.745 3.016
H 2.050 -4.593 1.541
H 3.278 -1.229 0.349
H 3.551 -2.975 0.228
H 3.920 -2.121 1.731
C -3.829 1.707 -2.323
C -3.950 0.640 -3.364
C -4.568 0.907 -4.604
C -4.647 -0.067 -5.558
C -4.169 -1.366 -5.277
C -4.196 -2.456 -6.170
Br -4.874 -2.225 -7.936
C -3.710 -3.684 -5.807
C -3.199 -3.876 -4.523
Br -2.533 -5.567 -4.006
C -3.121 -2.853 -3.580
O -2.633 -3.024 -2.394
C -3.589 -1.564 -4.002
N -3.452 -0.551 -3.106
H -4.610 2.455 -2.450
H -2.857 2.196 -2.410
H -3.886 1.275 -1.325
H -4.955 1.897 -4.800
H -5.071 0.143 -6.530
H -3.716 -4.502 -6.512
C 1.887 1.441 -1.573
S 0.176 1.937 -1.231
O -0.625 1.144 -2.227
C 0.329 3.553 -2.013
C 0.357 3.667 -3.393
C 0.504 4.920 -3.966
C 0.608 6.044 -3.156
C 0.556 5.922 -1.776
C 0.413 4.669 -1.195
H 2.098 1.603 -2.627
H 1.969 0.387 -1.314
H 2.544 2.044 -0.949
H 0.254 2.783 -4.010
H 0.541 5.018 -5.043
H 0.722 7.017 -3.614
H 0.625 6.802 -1.151
H 0.358 4.555 -0.119
Se -2.227 -0.789 0.729
```

Calculated values
HOMO-LUMO gap, eV: 7.19
LUMO, eV: -0.1
Spin multiplicity: 1
Net charge: 0
Energy above the lowest of the compared OMol25 structures with the same formula, charge and spin, eV: 1.715

***

# 6
Entry from the Open Molecules 2025 dataset: a cluster of 13 separate species, C70H161N7O13 in total in a non-equilibrium geometry (ωB97M-V/def2-TZVPD).

Structure (XYZ):
```
251
Properties=species:S:1:pos:R:3
C -3.534 2.664 -3.480
C -3.777 3.569 -2.309
O -4.431 2.763 -1.303
H -2.918 3.129 -4.250
H -4.498 2.336 -3.869
H -3.046 1.757 -3.124
H -4.512 4.346 -2.518
H -2.892 3.962 -1.808
H -4.860 2.029 -1.747
C -7.623 1.377 -1.731
C -7.026 0.209 -2.490
O -5.610 0.123 -2.381
H -7.387 2.270 -2.311
H -7.171 1.323 -0.741
H -8.706 1.323 -1.618
H -7.367 0.221 -3.525
H -7.342 -0.715 -2.006
H -5.203 -0.669 -2.739
C -4.223 -4.324 -2.537
C -3.746 -3.204 -3.450
O -4.846 -2.349 -3.750
H -4.688 -3.953 -1.624
H -3.334 -4.937 -2.386
H -4.921 -4.932 -3.112
H -3.317 -3.614 -4.364
H -2.949 -2.684 -2.917
H -5.584 -2.896 -4.029
C 0.182 2.938 -7.376
C -1.233 2.374 -7.204
O -1.494 1.576 -8.353
H 0.954 2.168 -7.410
H 0.526 3.541 -6.536
H 0.289 3.592 -8.241
H -1.952 3.192 -7.176
H -1.218 1.852 -6.248
H -1.341 2.106 -9.138
C -2.337 -0.707 -5.872
C -1.540 -1.652 -6.854
O -0.537 -0.898 -7.447
H -3.138 -1.124 -5.261
H -2.883 0.095 -6.368
H -1.720 -0.094 -5.215
H -2.102 -2.014 -7.716
H -1.132 -2.550 -6.390
H -0.954 -0.206 -7.966
C 4.018 5.428 -2.135
C 3.408 5.676 -3.512
O 4.140 4.955 -4.410
H 4.019 4.411 -1.744
H 3.563 6.088 -1.396
H 5.073 5.702 -2.149
H 3.549 6.716 -3.807
H 2.353 5.401 -3.534
H 3.664 4.966 -5.243
C -0.489 -5.729 -0.305
C -0.957 -5.729 1.172
C -2.208 -4.887 1.160
C -3.073 -4.965 2.461
C -3.438 -6.440 2.935
C -2.075 -7.299 2.982
N -1.277 -7.132 1.727
O -0.303 -8.059 1.523
C -1.304 -7.014 4.287
C -2.609 -8.792 3.062
C 0.057 -5.021 1.980
H -1.324 -6.132 -0.877
H 0.327 -6.426 -0.495
H -0.291 -4.713 -0.648
H -1.924 -3.835 1.140
H -2.873 -5.059 0.314
H -3.993 -4.403 2.301
H -2.526 -4.403 3.218
H -4.239 -6.755 2.265
H -3.930 -6.359 3.904
H -1.764 -7.531 5.129
H -0.258 -7.322 4.284
H -1.434 -5.987 4.628
H -1.848 -9.557 3.217
H -3.368 -8.956 3.827
H -3.096 -9.034 2.117
H 0.341 -4.082 1.505
H 0.992 -5.581 2.000
H -0.274 -4.827 3.000
H -0.653 -8.583 0.799
C -2.383 -0.080 -0.149
C -0.943 0.189 -0.761
C -0.942 -0.481 -2.193
C 0.247 -0.102 -3.055
C 0.247 1.409 -3.263
C 0.282 2.180 -1.943
N -0.802 1.696 -1.051
O -0.992 2.448 0.103
C 1.668 2.109 -1.355
C -0.061 3.589 -2.305
C 0.120 -0.454 0.087
H -2.582 -1.086 0.221
H -3.083 0.225 -0.927
H -2.481 0.531 0.748
H -0.834 -1.549 -2.007
H -1.838 -0.362 -2.803
H 0.252 -0.621 -4.013
H 1.173 -0.513 -2.652
H -0.605 1.684 -3.885
H 1.152 1.568 -3.848
H 1.634 2.392 -0.303
H 2.210 1.197 -1.604
H 2.346 2.833 -1.808
H -0.948 3.723 -2.925
H -0.189 4.203 -1.414
H 0.760 4.004 -2.891
H 0.531 0.261 0.800
H 0.972 -0.808 -0.492
H -0.244 -1.291 0.684
H -1.784 2.926 -0.154
C 6.077 -0.448 -0.427
C 4.935 -0.449 0.614
C 4.013 -1.634 0.122
C 3.100 -2.225 1.188
C 3.851 -2.491 2.459
C 4.696 -1.324 3.067
N 5.534 -0.758 1.963
O 6.468 0.156 2.354
C 3.805 -0.266 3.701
C 5.675 -1.953 4.143
C 4.174 0.918 0.728
H 5.634 -0.241 -1.402
H 6.534 -1.437 -0.418
H 6.823 0.307 -0.178
H 3.369 -1.235 -0.662
H 4.685 -2.398 -0.269
H 2.626 -3.119 0.784
H 2.289 -1.541 1.439
H 4.494 -3.358 2.304
H 3.186 -2.844 3.247
H 3.449 -0.627 4.665
H 4.362 0.646 3.917
H 2.990 0.062 3.056
H 6.384 -1.218 4.524
H 5.035 -2.265 4.967
H 6.321 -2.705 3.690
H 4.188 1.554 -0.157
H 4.506 1.555 1.548
H 3.091 0.798 0.757
H 7.275 -0.316 2.133
C 1.084 -4.305 -4.337
C 2.474 -4.324 -3.687
C 2.698 -5.770 -3.345
C 4.110 -6.132 -2.920
C 5.084 -5.667 -4.091
C 4.889 -4.177 -4.476
N 3.491 -3.810 -4.565
O 3.302 -2.483 -5.056
C 5.649 -3.351 -3.356
C 5.677 -4.022 -5.804
C 2.402 -3.534 -2.381
H 0.798 -3.257 -4.432
H 0.410 -4.800 -3.639
H 0.999 -4.722 -5.340
H 1.984 -6.126 -2.602
H 2.456 -6.349 -4.236
H 4.164 -7.213 -2.788
H 4.437 -5.663 -1.992
H 4.916 -6.362 -4.914
H 6.083 -5.948 -3.758
H 6.675 -3.657 -3.151
H 5.628 -2.300 -3.643
H 5.227 -3.391 -2.352
H 6.719 -4.341 -5.784
H 5.155 -4.549 -6.603
H 5.652 -2.955 -6.024
H 3.201 -3.770 -1.679
H 1.477 -3.746 -1.845
H 2.364 -2.472 -2.622
H 2.843 -2.665 -5.879
C -1.490 -2.472 6.884
C -0.952 -1.072 6.402
C 0.113 -1.257 5.292
C -0.635 -1.542 3.921
C -1.508 -0.324 3.534
C -2.598 -0.032 4.686
N -2.039 -0.147 6.068
O -2.950 0.125 7.106
C -3.099 1.392 4.379
C -3.652 -1.185 4.568
C -0.198 -0.444 7.632
H -2.001 -2.981 6.067
H -2.319 -2.273 7.564
H -0.763 -3.079 7.423
H 0.695 -0.337 5.345
H 0.712 -2.115 5.597
H -1.223 -2.456 4.003
H 0.060 -1.740 3.105
H -1.970 -0.637 2.598
H -0.996 0.604 3.281
H -2.287 2.097 4.558
H -3.397 1.445 3.332
H -3.905 1.762 5.014
H -4.484 -1.169 5.272
H -4.090 -1.141 3.572
H -3.226 -2.185 4.647
H 0.796 -0.885 7.717
H -0.688 -0.623 8.588
H -0.038 0.628 7.519
H -2.759 1.032 7.358
C -0.023 5.447 1.257
C 0.657 5.355 2.690
C 1.589 4.179 2.741
C 2.949 4.400 2.036
C 3.665 5.628 2.679
C 2.783 6.918 2.548
N 1.361 6.649 3.027
O 0.506 7.693 3.068
C 3.450 7.813 3.644
C 2.880 7.489 1.115
C -0.397 5.027 3.753
H 0.718 5.367 0.462
H -0.558 6.373 1.044
H -0.837 4.726 1.179
H 1.781 3.907 3.779
H 1.192 3.340 2.171
H 2.729 4.400 0.968
H 3.581 3.514 2.093
H 4.551 5.797 2.066
H 3.906 5.429 3.724
H 3.073 8.834 3.590
H 3.111 7.467 4.620
H 4.525 7.990 3.658
H 2.099 8.220 0.907
H 3.895 7.842 0.934
H 2.703 6.704 0.380
H 0.063 4.918 4.735
H -0.960 4.187 3.347
H -1.104 5.827 3.973
H 0.448 7.871 4.009
C -4.982 3.987 2.048
C -5.258 5.349 1.403
C -4.094 6.310 1.553
O -3.922 6.478 2.952
C -3.166 7.579 3.312
N -5.691 5.216 0.038
H -5.744 3.233 1.852
H -4.766 3.876 3.111
H -4.055 3.536 1.693
H -6.053 5.833 1.970
H -4.375 7.260 1.098
H -3.186 5.882 1.127
H -3.056 7.657 4.394
H -3.596 8.542 3.035
H -2.141 7.379 3.001
H -5.435 5.991 -0.558
H -5.263 4.441 -0.447
```

Calculated values
HOMO-LUMO gap (spin up / spin down), eV: 7.10 / 3.18
<S²>: 0.75
LUMO (spin up / spin down), eV: -2.4 / -6.3
Spin multiplicity: 2
Net charge: +1

***

# 7
Entry from the Open Molecules 2025 dataset: the molecule C2H2N2O2 in a non-equilibrium geometry (ωB97M-V/def2-TZVPD).

Structure (XYZ):
```
8
Properties=species:S:1:pos:R:3
C -0.762 0.748 -0.006
C 0.088 0.094 -0.990
H -0.236 0.433 -1.975
H 1.171 -1.369 1.672
N 0.952 -0.747 -0.481
N 0.846 -0.550 0.851
O -1.922 1.138 -0.229
O -0.138 0.253 1.159
```

Calculated values
HOMO-LUMO gap, eV: 9.32
LUMO, eV: 0.0
Spin multiplicity: 1
Net charge: 0
Energy above the lowest of the compared OMol25 structures with the same formula, charge and spin, eV: 4.234

***

no.,DFT total energy (a.u.)
1,-549.73650
2,-322.41116
3,-10073.48835
4,-5280.08159
5,-12218.14231
6,-4124.37728
7,-337.26883